No. 1
Here is a molecular structure, C34H22BrIN4O9S2Y from OMol25. Energies are from the ωB97M-V functional and the def2-TZVPD basis.

Results
Kohn-Sham gap in eV: 7.611
Net charge: -1

Atoms and positions in Å:
1 Y 0.21 0.36 0.05
2 O 0.50 3.29 -3.51
3 C 1.71 3.84 -3.31
4 C 2.11 4.86 -4.18
5 C 3.33 5.48 -4.01
6 C 4.18 5.11 -2.97
7 C 3.78 4.11 -2.11
8 C 2.56 3.45 -2.25
9 C 2.17 2.38 -1.31
10 O 1.03 1.76 -1.52
11 N 2.96 2.11 -0.31
12 N 2.38 1.17 0.52
13 C 3.16 0.62 1.39
14 C 2.72 -0.33 2.39
15 C 3.70 -1.11 3.01
16 C 3.38 -2.07 3.95
17 C 2.04 -2.24 4.30
18 C 1.05 -1.47 3.71
19 C 1.36 -0.50 2.74
20 O 0.40 0.20 2.19
21 H 0.37 2.63 -2.79
22 H 1.43 5.13 -4.98
23 H 3.62 6.27 -4.69
24 H 5.13 5.60 -2.84
25 H 4.42 3.79 -1.29
26 H 4.22 0.87 1.35
27 H 4.74 -0.97 2.71
28 H 4.15 -2.68 4.41
29 H 1.76 -2.99 5.03
30 H 0.01 -1.60 3.97
31 O -3.27 0.04 -2.59
32 S -2.43 -0.45 -1.53
33 O -1.11 -0.92 -1.93
34 N -2.18 0.58 -0.32
35 C -3.00 0.31 0.76
36 O -3.12 1.01 1.74
37 C -3.67 -1.04 0.61
38 C -4.44 -1.70 1.55
39 C -4.89 -2.97 1.24
40 C -4.59 -3.56 0.02
41 C -3.82 -2.89 -0.93
42 C -3.37 -1.63 -0.59
43 H -4.65 -1.22 2.50
44 H -5.49 -3.52 1.96
45 H -4.95 -4.56 -0.19
46 H -3.58 -3.35 -1.88
47 Br -3.51 4.73 2.58
48 C -3.50 4.26 0.75
49 C -4.69 4.35 0.05
50 C -4.73 4.01 -1.29
51 C -3.58 3.60 -1.94
52 C -2.39 3.52 -1.25
53 C -2.35 3.83 0.11
54 I -0.53 3.56 1.10
55 H -5.58 4.67 0.57
56 H -5.67 4.07 -1.83
57 H -3.60 3.32 -2.99
58 H -1.49 3.20 -1.75
59 O 2.71 -2.78 -2.21
60 S 2.67 -2.57 -0.79
61 O 3.85 -2.04 -0.16
62 N 1.34 -1.72 -0.36
63 C 0.44 -2.47 0.30
64 O -0.64 -2.00 0.68
65 C 0.89 -3.87 0.54
66 C 0.24 -4.87 1.23
67 C 0.88 -6.09 1.36
68 C 2.15 -6.29 0.83
69 C 2.81 -5.28 0.14
70 C 2.15 -4.07 0.02
71 H -0.75 -4.69 1.64
72 H 0.40 -6.90 1.90
73 H 2.64 -7.25 0.95
74 H 3.80 -5.42 -0.28


No. 2
Here is a molecular structure, C34H22HfN2S2Sb at a distorted geometry from OMol25. Energies are from the ωB97M-V functional and the def2-TZVPD basis.

Results
Kohn-Sham gap in eV: 8.023
Net charge: +1

Atoms and positions in Å:
1 Hf -0.49 -1.97 -0.40
2 S 1.34 -2.47 -1.90
3 C 0.69 -1.01 -2.72
4 C 1.65 -0.05 -3.18
5 C 1.22 1.14 -3.70
6 C 2.17 2.10 -4.14
7 N 2.93 2.90 -4.41
8 C -0.14 1.45 -3.84
9 C -1.12 0.53 -3.49
10 C -0.71 -0.68 -2.83
11 S -2.07 -1.62 -2.17
12 C -0.56 2.69 -4.39
13 N -0.91 3.75 -4.67
14 H 2.70 -0.29 -3.20
15 H -2.17 0.69 -3.61
16 C 4.36 2.91 0.97
17 C 3.33 3.24 1.86
18 C 2.13 2.58 1.81
19 C 1.90 1.61 0.82
20 C 2.92 1.28 -0.09
21 C 4.13 1.98 -0.01
22 Sb -0.01 0.73 0.71
23 C -0.81 1.01 2.68
24 C -0.19 0.60 3.84
25 C -0.80 0.76 5.08
26 C -2.02 1.46 5.19
27 C -2.60 1.94 4.04
28 C -1.98 1.76 2.82
29 C -1.01 2.10 -0.52
30 C -0.41 3.27 -0.99
31 C -1.15 4.15 -1.76
32 C -2.52 3.99 -1.99
33 C -3.10 2.80 -1.55
34 C -2.30 1.81 -0.90
35 H 5.31 3.47 1.04
36 H 3.42 4.00 2.61
37 H 1.38 2.78 2.56
38 H 2.82 0.53 -0.85
39 H 4.85 1.73 -0.78
40 H 0.75 0.12 3.75
41 H -0.34 0.37 5.99
42 H -2.50 1.62 6.09
43 H -3.56 2.43 4.14
44 H -2.44 2.14 1.92
45 H 0.64 3.48 -0.85
46 H -0.74 5.05 -2.10
47 H -3.13 4.72 -2.50
48 H -4.17 2.64 -1.89
49 H -2.77 0.86 -0.69
50 C -0.70 -2.82 1.54
51 C -0.56 -4.00 1.19
52 C -0.39 -5.40 0.93
53 C 0.48 -6.23 1.66
54 C 0.65 -7.56 1.22
55 C -0.11 -8.06 0.16
56 C -0.96 -7.22 -0.58
57 C -1.13 -5.89 -0.16
58 H 0.89 -5.77 2.58
59 H 1.29 -8.16 1.80
60 H -0.11 -9.11 -0.09
61 H -1.49 -7.67 -1.38
62 H -1.79 -5.19 -0.66


No. 3
Here is a molecular structure, C34H23BClN2O6RuS2 at a distorted geometry from OMol25. Energies are from the ωB97M-V functional and the def2-TZVPD basis.

Results
Kohn-Sham gap (spin up / spin down) in eV: 5.901 / 6.010
2S+1: 2
Net charge: -2

Atoms and positions in Å:
1 Ru 0.45 0.73 -0.19
2 S 1.94 2.50 0.55
3 C 2.61 1.84 2.00
4 C 3.41 2.73 2.80
5 N 4.05 3.47 3.41
6 C 2.41 0.55 2.41
7 S 1.40 -0.58 1.54
8 C 3.04 0.05 3.61
9 N 3.54 -0.36 4.56
10 O -1.49 -0.40 -2.14
11 C -1.04 -0.34 -1.03
12 C -1.54 -5.98 2.51
13 C -2.06 -4.76 2.92
14 C -1.92 -3.63 2.13
15 C -1.26 -3.70 0.90
16 C -0.74 -4.94 0.50
17 C -0.88 -6.07 1.30
18 C -1.06 -2.57 -0.02
19 C -1.51 -1.31 0.07
20 C -2.52 -0.76 1.00
21 C -3.87 -0.96 0.67
22 C -4.87 -0.40 1.44
23 C -4.56 0.37 2.55
24 C -3.23 0.57 2.88
25 C -2.21 0.01 2.12
26 H -1.65 -6.86 3.14
27 H -2.57 -4.68 3.88
28 H -2.32 -2.69 2.48
29 H -0.21 -5.00 -0.44
30 H -0.45 -7.01 0.97
31 H -0.42 -2.79 -0.87
32 H -4.10 -1.54 -0.21
33 H -5.91 -0.56 1.16
34 H -5.34 0.83 3.14
35 H -2.97 1.18 3.74
36 H -1.17 0.17 2.37
37 O -2.42 2.04 -0.79
38 B -1.14 2.07 -0.16
39 O -1.16 3.18 0.74
40 C -2.40 3.73 0.68
41 C -2.91 4.79 1.40
42 C -4.23 5.14 1.14
43 C -5.00 4.46 0.20
44 C -4.47 3.39 -0.52
45 C -3.16 3.04 -0.26
46 H -2.30 5.31 2.13
47 H -4.68 5.97 1.69
48 H -6.02 4.76 0.03
49 H -5.06 2.84 -1.24
50 C 4.78 1.08 -1.37
51 C 4.60 0.82 -2.84
52 C 4.69 1.89 -3.73
53 C 4.56 1.69 -5.09
54 Cl 4.69 3.07 -6.17
55 C 4.32 0.44 -5.62
56 C 4.22 -0.63 -4.74
57 C 4.36 -0.45 -3.37
58 O 4.34 -1.60 -2.63
59 C 3.46 -1.69 -1.50
60 C 2.01 -1.34 -1.86
61 O 1.27 -2.22 -2.27
62 O 1.75 -0.10 -1.67
63 H 5.13 2.10 -1.21
64 H 5.51 0.39 -0.94
65 H 3.83 0.97 -0.84
66 H 4.87 2.88 -3.34
67 H 4.21 0.30 -6.68
68 H 4.02 -1.63 -5.10
69 H 3.81 -1.05 -0.69
70 H 3.53 -2.74 -1.19